Model a:
The following is a DFT calculation (wB97M-V/def2-TZVPD) of an isolated molecule of C2H4ClNOS.

Each line ends with the Löwdin charge.
Element x y z (Å)
Cl1 -0.387 0.726 -1.986  0.616
S1 -0.859 -1.711 0.366  0.859
O1 0.656 -1.286 0.864  -0.500
N1 -1.375 -0.095 0.537  -0.339
C1 1.083 -0.138 0.157  -0.320
C2 -0.116 0.713 -0.256  -0.680
H1 -2.246 0.091 0.055  0.041
H2 -0.136 1.721 0.144  0.090
H3 1.727 0.408 0.852  0.126
H4 1.654 -0.428 -0.734  0.106

HOMO level: -8.141 eV
SMILES string: Cl[C@@H]1COSN1
E_LUMO: 0.690 eV

=====

Model b:
The following is a DFT calculation (wB97M-V/def2-TZVPD) of an isolated molecule of C2H4ClNOS.

Each line ends with the Löwdin charge.
Element x y z (Å)
Cl1 1.562 1.398 -0.275  0.614
S1 -1.767 0.831 -0.042  0.873
O1 -1.412 -0.667 -0.681  -0.513
N1 -0.558 0.597 1.120  -0.390
C1 0.650 0.013 0.305  -0.729
C2 0.020 -0.837 -0.796  -0.254
H1 -0.161 1.369 1.664  0.067
H2 0.138 -0.493 -1.887  0.147
H3 1.163 -0.414 1.123  0.082
H4 0.364 -1.798 -0.530  0.103

HOMO level: -8.063 eV
SMILES string: Cl[C@@H]1COSN1
E_LUMO: 0.683 eV

=====

How do the energies compare? Relative to the most stable structure, in kcal/mol: model a 0.0; model b 6.9.

=====

Model a:
The following is a DFT calculation (wB97M-V/def2-TZVPD) of an isolated molecule of C3H5ClN2.

Each line ends with the Löwdin charge.
Element x y z (Å)
Cl1 -1.821 -0.036 -0.310  0.520
N1 0.668 -1.124 0.386  -0.037
N2 0.425 1.239 0.390  0.050
C1 1.609 -0.582 -0.558  -0.182
C2 1.462 0.860 -0.203  -0.185
C3 -0.272 -0.040 0.675  -0.698
H1 2.202 1.584 -0.604  0.121
H2 -0.631 0.086 1.679  0.084
H3 2.575 -0.913 -0.288  0.104
H4 1.413 -0.744 -1.617  0.122
H5 0.960 -1.641 1.173  0.101

HOMO level: -9.766 eV
SMILES string: Cl[C@@H]1N=CCN1
E_LUMO: 0.835 eV

=====

Model b:
The following is a DFT calculation (wB97M-V/def2-TZVPD) of an isolated molecule of C3H5ClN2.

Each line ends with the Löwdin charge.
Element x y z (Å)
Cl1 -1.578 -0.858 1.079  0.548
N1 1.873 0.890 -1.729  0.096
N2 -0.390 0.665 -1.385  0.091
C1 0.888 0.619 -0.996  -0.591
C2 1.048 0.077 0.444  -0.091
C3 0.143 -0.393 1.367  -0.476
H1 0.564 -0.825 2.246  0.041
H2 -1.009 1.028 -0.722  0.036
H3 2.168 0.142 0.646  0.113
H4 2.756 0.476 -1.230  0.080
H5 -0.520 1.071 -2.381  0.154

HOMO level: -9.508 eV
SMILES string: [H]/N=C(N)\C=C/Cl
E_LUMO: 0.439 eV

=====

How do the energies compare? Relative to the most stable structure, in kcal/mol: model a 0.0; model b 10.0.

=====

Model a:
The following is a DFT calculation (wB97M-V/def2-TZVPD) of a cluster of 6 separate species, CH13O5S in total.

Each line ends with the Löwdin charge.
Element x y z (Å)
S1 -0.362 -0.368 2.139  0.261
O1 -0.854 1.470 -0.185  -0.152
O2 -0.151 -2.093 -0.929  -0.093
O3 -2.150 -0.643 -2.465  -0.080
O4 0.876 0.186 -3.417  -0.060
O5 2.245 1.091 0.063  0.018
C1 0.653 0.573 3.372  -0.647
H1 0.831 -2.140 -1.055  0.069
H2 1.626 0.344 -2.810  0.035
H3 -1.729 -1.385 -2.002  0.003
H4 1.909 0.366 0.421  -0.087
H5 -0.162 -1.491 -0.185  -0.073
H6 -1.674 1.765 0.010  -0.057
H7 -0.753 0.592 0.381  -0.110
H8 0.616 0.001 4.352  -0.010
H9 0.281 1.703 3.548  0.040
H10 1.733 0.698 3.089  -0.009
H11 -2.199 -0.033 -1.717  0.008
H12 1.539 1.613 -0.158  -0.030
H13 0.130 0.336 -2.874  -0.026

HOMO level: -3.786 eV
Net charge: -1
E_LUMO: 3.556 eV

=====

Model b:
The following is a DFT calculation (wB97M-V/def2-TZVPD) of a cluster of 6 separate species, CH13O5S in total.

Each line ends with the Löwdin charge.
Element x y z (Å)
S1 -0.080 -1.255 0.465  0.338
O1 -3.238 -2.613 0.493  -0.122
O2 1.152 4.126 2.236  -0.090
O3 -0.712 -1.761 -2.702  -0.122
O4 1.372 1.492 -2.636  -0.089
O5 0.342 1.957 0.183  -0.154
C1 1.189 -1.101 1.705  -0.690
H1 -0.302 -2.582 -2.429  0.009
H2 1.435 -2.006 2.279  -0.004
H3 2.129 -0.897 1.190  -0.009
H4 0.329 0.970 0.002  -0.081
H5 1.431 1.357 -1.656  0.022
H6 -0.204 -1.000 -2.396  -0.024
H7 -2.312 -2.317 0.471  -0.097
H8 0.929 3.323 2.753  0.039
H9 1.663 3.746 1.507  0.022
H10 -3.485 -2.782 -0.420  0.011
H11 -0.369 1.990 0.842  0.029
H12 0.952 -0.347 2.445  -0.014
H13 0.423 1.514 -2.794  0.026

HOMO level: -3.562 eV
Net charge: -1
E_LUMO: 3.458 eV

=====

How do the energies compare? Relative to the most stable structure, in kcal/mol: model a 11.1; model b 0.0.

=====

Model a:
The following is a DFT calculation (wB97M-V/def2-TZVPD) of a cluster of 3 separate species, C4H11NO4 in total.

Each line ends with the Löwdin charge.
Element x y z (Å)
O1 -2.696 0.301 -0.290  -0.351
O2 1.925 0.836 1.025  0.051
O3 1.743 -1.412 0.410  0.055
O4 2.167 0.194 -1.105  0.062
N1 -0.692 0.617 1.850  0.105
C1 -0.572 0.204 -0.537  -0.194
C2 -0.681 -0.225 0.768  -0.178
C3 -0.619 -0.732 -1.700  -0.053
C4 1.537 -0.090 0.089  -0.554
H1 -0.521 -1.767 -1.374  0.094
H2 -0.724 -1.285 0.972  0.152
H3 -3.071 1.122 0.058  -0.065
H4 -1.586 -0.607 -2.182  0.084
H5 -1.015 0.196 2.709  0.122
H6 -0.464 1.264 -0.729  0.141
H7 1.218 0.891 1.699  0.078
H8 2.663 -1.641 0.190  0.125
H9 2.351 1.142 -1.122  0.124
H10 0.183 -0.512 -2.405  0.080
H11 -1.147 1.504 1.673  0.123

HOMO level: -7.245 eV
E_LUMO: 0.339 eV

=====

Model b:
The following is a DFT calculation (wB97M-V/def2-TZVPD) of a cluster of 3 separate species, C4H11NO4 in total.

Each line ends with the Löwdin charge.
Element x y z (Å)
O1 0.831 -2.377 -1.498  -0.051
O2 0.005 -1.748 1.901  0.069
O3 1.274 1.342 -2.806  -0.035
O4 -0.389 2.730 0.586  0.062
N1 -1.226 0.649 0.685  0.068
C1 -0.186 1.538 0.537  -0.516
C2 -1.283 -0.712 0.204  -0.167
C3 -1.055 -1.718 1.342  -0.229
C4 1.210 0.964 0.482  0.021
H1 1.581 1.744 -2.001  -0.007
H2 1.699 1.386 -0.379  0.049
H3 1.745 1.338 1.343  0.097
H4 -1.895 -2.397 1.573  0.118
H5 1.281 -0.115 0.435  0.063
H6 0.028 -2.669 -1.049  0.022
H7 -2.137 1.080 0.728  0.141
H8 1.364 -3.076 -1.092  0.055
H9 1.810 0.584 -2.988  0.027
H10 -0.519 -0.926 -0.553  0.088
H11 -2.171 -0.882 -0.410  0.125

HOMO level: -9.629 eV
SMILES string: CC(=O)NCC=O.O.O
E_LUMO: 0.245 eV

=====

How do the energies compare? Relative to the most stable structure, in kcal/mol: model a 72.6; model b 0.0.